Record 1
{"formula": "C5H10O2", "method": "wB97M-V/def2-TZVPD", "smiles": "COC[C@H]1C[C@H]1O", "homo_ha": -0.3481, "relative_energy_kcal_mol": 81.53, "gap_ev": 10.4, "symbols": ["C", "O", "C", "C", "C", "C", "O", "H", "H", "H", "H", "H", "H", "H", "H", "H", "H"], "coordinates": [[2.296020, -0.306824, 0.778535], [0.926759, -0.128599, 0.551784], [0.568509, -0.201633, -0.808884], [-0.918642, 0.031622, -0.971362], [-2.006461, -0.621983, -0.159935], [-1.696879, 0.849673, 0.058185], [-1.121230, 1.112320, 1.345946], [2.619476, -1.299122, 0.436429], [2.454374, -0.223921, 1.856291], [2.889923, 0.461546, 0.261644], [1.106652, 0.580504, -1.373063], [0.883981, -1.176566, -1.217839], [-1.165316, 0.118342, -2.036784], [-2.849687, -1.082975, -0.679682], [-1.683640, -1.168488, 0.722856], [-2.125311, 1.841916, 0.049903], [-0.178521, 1.214183, 1.185968]], "atomic_forces_ev_per_a": [[0.3440, -0.0797, 0.0329], [0.0928, -0.1046, -0.0403], [0.0068, -0.0343, -0.1838], [0.1597, 0.2713, 0.1890], [-0.0873, 0.1225, 0.2412], [0.5712, 0.1977, 0.8939], [0.4801, -0.5217, 0.1692], [0.0504, 0.0907, 0.0415], [0.0439, -0.0336, -0.1679], [-0.0297, -0.1091, 0.0599], [-0.0381, -0.1304, 0.0637], [-0.1389, 0.0933, -0.0031], [-0.1033, 0.4063, 0.4787], [0.1125, 0.5693, 0.1340], [-0.0484, -0.0184, -0.1292], [-1.5637, -0.4817, -2.1904], [0.1480, -0.2376, 0.4107]], "lowdin_charge": [-0.0987, -0.2252, -0.1956, -0.2008, -0.0468, -0.2674, -0.0647, 0.0914, 0.0959, 0.0930, 0.1294, 0.1295, 0.1413, 0.1024, 0.1129, 0.1393, 0.0640]}


Record 2
{"formula": "C5H10O2", "method": "wB97M-V/def2-TZVPD", "homo_ha": [-0.2360, -0.2853], "relative_energy_kcal_mol": 116.23, "gap_ev": [6.8, 8.7], "symbols": ["C", "C", "C", "O", "C", "C", "O", "H", "H", "H", "H", "H", "H", "H", "H", "H", "H"], "coordinates": [[2.143066, 1.201925, 0.551542], [1.005555, 0.252008, 0.384487], [-0.242808, 0.696968, -0.147603], [-0.428593, 0.547833, -1.571718], [-1.392267, -0.293639, 0.503064], [-1.030327, -1.570321, -0.021438], [-1.575926, -1.985015, -1.167322], [2.784692, 0.949481, 1.406010], [1.746883, 2.216878, 0.711038], [2.793326, 1.271605, -0.336378], [1.131197, -0.778590, 0.694703], [-0.440922, 1.764018, 0.081321], [-1.301648, 0.899613, -1.802892], [-1.355641, -0.218571, 1.587558], [-2.358921, 0.051946, 0.126320], [-0.403202, -2.273256, 0.518698], [-1.074463, -2.732883, -1.517391]], "atomic_forces_ev_per_a": [[0.0151, 0.2131, 0.1238], [1.6361, 0.1089, 0.1755], [-2.7428, 0.0416, 0.0811], [0.4866, 0.2468, -0.0727], [0.7548, 1.7503, -0.4315], [0.3775, -1.4297, 0.9664], [-0.4684, -0.5391, -0.9971], [-0.1182, -0.0091, -0.2039], [0.1449, -0.1743, -0.0226], [-0.1417, -0.1041, 0.1071], [-0.0149, 0.1911, -0.0600], [0.1547, -0.3058, 0.1341], [0.2666, -0.1198, 0.1483], [-0.0631, -0.0770, -0.0092], [0.0020, -0.0424, 0.0871], [-0.1267, 0.0630, -0.0798], [-0.1628, 0.1866, 0.0533]], "lowdin_charge": [-0.1040, -0.1047, -0.3884, -0.0515, -0.1234, -0.2478, 0.0220, 0.0693, 0.0746, 0.0804, 0.0887, 0.1378, 0.0923, 0.1118, 0.1179, 0.1102, 0.1147]}


Record 3
{"formula": "C5H10O2", "method": "wB97M-V/def2-TZVPD", "smiles": "OCCC[C@@H]1CO1", "homo_ha": -0.3444, "relative_energy_kcal_mol": 71.30, "gap_ev": 10.4, "symbols": ["O", "C", "C", "C", "C", "C", "O", "H", "H", "H", "H", "H", "H", "H", "H", "H", "H"], "coordinates": [[-1.366880, -0.948842, -0.349467], [-2.138324, 0.101018, -0.836047], [-0.749427, 0.461202, -0.655772], [-0.123247, 1.008553, 0.595243], [1.320798, 0.494127, 0.746048], [1.418193, -0.995327, 0.390306], [0.973801, -1.278455, -0.915589], [0.029012, -1.517099, -0.833034], [-2.864540, 0.495141, -0.144161], [-2.451620, -0.062867, -1.863773], [-0.149276, 0.647158, -1.558360], [-0.744505, 0.668333, 1.429061], [-0.129421, 2.105867, 0.577872], [1.673553, 0.659818, 1.774993], [1.998185, 1.062157, 0.093460], [0.845654, -1.575785, 1.129191], [2.458042, -1.325000, 0.420030]], "atomic_forces_ev_per_a": [[0.8224, 0.9616, -0.3408], [-0.7670, 0.8288, -0.1415], [-0.3206, -0.1674, 0.2529], [-0.1796, 0.0148, 0.0583], [-0.0397, -0.0174, -0.1291], [0.3139, -0.0452, 0.3152], [0.6523, -0.8107, -0.1309], [0.7626, -0.0853, -0.4116], [-0.4969, -0.0123, 0.0717], [-0.3405, 0.2791, 0.0508], [-0.3302, -0.8809, 0.3563], [0.0987, 0.1526, 0.0624], [-0.0678, -0.1331, -0.0152], [-0.1068, -0.0849, -0.2307], [-0.1909, -0.0985, 0.0111], [0.1398, 0.0200, -0.0936], [0.0505, 0.0787, 0.3147]], "lowdin_charge": [-0.0881, -0.1635, -0.1939, -0.1513, -0.1698, -0.2679, -0.1105, 0.0416, 0.1165, 0.1226, 0.1558, 0.1245, 0.1207, 0.1131, 0.1142, 0.1234, 0.1126]}


Record 4
{"formula": "C5H10O2", "method": "wB97M-V/def2-TZVPD", "homo_ha": -0.3127, "relative_energy_kcal_mol": 99.54, "gap_ev": 9.3, "symbols": ["O", "C", "C", "C", "C", "O", "C", "H", "H", "H", "H", "H", "H", "H", "H", "H", "H"], "coordinates": [[-1.913125, -0.500570, 1.895982], [-1.825381, -0.884828, 0.535253], [-0.904000, 0.096955, -0.162342], [0.504720, 0.081132, 0.427248], [1.433779, 1.058003, -0.265018], [1.426324, 0.805145, -1.698226], [2.275380, 0.012491, -2.273290], [-2.467715, -1.140152, 2.356734], [-1.419561, -1.905454, 0.437100], [-2.814919, -0.872076, 0.053424], [-1.330166, 1.104242, -0.068157], [0.456993, 0.330495, 1.493294], [0.931945, -0.929562, 0.355060], [2.467859, 0.968758, 0.087995], [1.091438, 2.090470, -0.150926], [2.981304, -0.335623, -1.457666], [-0.866298, -0.140154, -1.231518]], "atomic_forces_ev_per_a": [[-0.1794, -0.1730, 0.2474], [0.0531, -0.0847, -0.4222], [-0.0383, 0.0447, -0.0388], [0.0174, -0.0505, 0.0093], [0.0592, 0.0420, 0.2217], [0.2013, -0.2046, -0.3417], [-0.0956, 0.2077, 0.4204], [0.0825, 0.1356, -0.0025], [-0.0599, 0.1561, 0.0602], [0.1470, 0.0151, 0.1118], [0.0454, -0.1127, -0.0237], [0.0584, -0.0134, -0.1511], [-0.0619, 0.1287, -0.0149], [-0.1504, 0.0056, -0.0578], [0.0400, -0.1335, -0.0275], [-0.0826, 0.0239, -0.1438], [-0.0360, 0.0130, 0.1530]], "lowdin_charge": [-0.0697, -0.2811, -0.1909, -0.1840, -0.1891, -0.2005, 0.0445, 0.0889, 0.1206, 0.1173, 0.1262, 0.1213, 0.1247, 0.1172, 0.1291, 0.0066, 0.1191]}


Record 5
{"formula": "C5H10O2", "method": "wB97M-V/def2-TZVPD", "smiles": "OC[C@H]1CCOC1", "homo_ha": -0.3548, "relative_energy_kcal_mol": 35.34, "gap_ev": 10.5, "symbols": ["O", "C", "C", "C", "C", "O", "C", "H", "H", "H", "H", "H", "H", "H", "H", "H", "H"], "coordinates": [[-0.922888, -2.332350, -0.378003], [0.020517, -1.425932, -0.919472], [-0.352578, -0.031475, -0.450233], [-0.379704, 0.080378, 1.080301], [0.079126, 1.514499, 1.306225], [1.061219, 1.742573, 0.310839], [0.672786, 1.048002, -0.864390], [-0.492220, -3.180068, -0.234541], [1.041502, -1.653224, -0.572948], [0.025288, -1.477756, -2.020428], [-1.342510, 0.212424, -0.854550], [-1.363097, -0.140147, 1.502056], [0.342604, -0.618297, 1.519763], [0.547559, 1.682880, 2.280131], [-0.762146, 2.219246, 1.198228], [1.580327, 0.614027, -1.304736], [0.244214, 1.745222, -1.598242]], "atomic_forces_ev_per_a": [[0.0020, -0.2829, 0.0600], [0.2728, 0.2973, -0.1312], [-0.0244, 0.0068, -0.0195], [-0.0049, 0.0055, 0.0753], [-0.1563, -0.0070, 0.2277], [0.0803, 0.0493, 0.0123], [-0.0205, -0.1133, -0.2910], [-0.1054, 0.0255, -0.0712], [-0.1702, 0.0126, -0.0105], [-0.0204, -0.0049, 0.1832], [0.1333, -0.0182, 0.0604], [0.1435, 0.0522, -0.0523], [-0.0784, 0.0959, -0.0558], [-0.0787, -0.0152, -0.1351], [0.1209, -0.0768, -0.0303], [-0.1431, 0.0431, 0.0471], [0.0495, -0.0699, 0.1308]], "lowdin_charge": [-0.0567, -0.2534, -0.2833, -0.1264, -0.2053, -0.1315, -0.1629, 0.0885, 0.1286, 0.1238, 0.1467, 0.1198, 0.1228, 0.1218, 0.1224, 0.1234, 0.1216]}


Record 6
{"formula": "C5H10O2", "method": "wB97M-V/def2-TZVPD", "homo_ha": -0.3281, "relative_energy_kcal_mol": 128.52, "gap_ev": 9.6, "symbols": ["O", "C", "C", "C", "C", "O", "C", "H", "H", "H", "H", "H", "H", "H", "H", "H", "H"], "coordinates": [[2.157070, 0.451103, 0.810164], [1.680638, -0.598983, -0.017464], [0.230606, -0.846442, 0.312008], [-0.492671, 1.159969, 0.282042], [-1.880974, 0.894531, -0.073461], [-2.076358, 0.156972, -1.113518], [-0.630903, -1.390891, -0.634498], [3.113554, 0.500988, 0.700241], [1.772441, -0.337400, -1.085846], [2.275749, -1.510519, 0.151925], [0.026989, -1.037884, 1.367096], [-0.280818, 1.656644, 1.227070], [0.156907, 1.416777, -0.550877], [-1.635623, 2.099688, -0.222832], [-2.580198, 0.820899, 0.787052], [-0.333035, -1.459297, -1.679941], [-1.501138, -1.967054, -0.345475]], "atomic_forces_ev_per_a": [[0.3788, 0.0827, 0.0356], [-0.2488, -0.2065, -0.2529], [-0.4048, 0.1021, -0.2007], [0.1379, -0.4092, -0.0481], [0.3025, 0.0092, 0.2262], [0.2821, 0.1735, 0.1612], [-0.0482, 0.4836, 0.1568], [-0.1158, 0.0741, 0.0860], [-0.0252, -0.0397, 0.1841], [-0.1304, 0.1487, 0.0011], [0.0443, -0.0094, -0.2002], [0.1133, -0.1405, -0.0497], [-0.0207, -0.0659, 0.1548], [-0.6261, -0.4015, -0.1906], [0.2381, 0.1633, -0.2871], [-0.0671, -0.0119, 0.2686], [0.1900, 0.0474, -0.0451]], "lowdin_charge": [-0.0835, -0.2809, -0.2182, 0.0073, -0.4900, -0.1212, 0.0297, 0.0899, 0.1235, 0.1206, 0.1242, 0.1029, 0.1005, 0.1853, 0.1306, 0.0936, 0.0857]}


Record 7
{"formula": "C5H10O2", "method": "wB97M-V/def2-TZVPD", "smiles": "CC[C@@H](O)CC=O", "homo_ha": -0.3650, "relative_energy_kcal_mol": 33.19, "gap_ev": 10.7, "symbols": ["C", "C", "C", "O", "C", "C", "O", "H", "H", "H", "H", "H", "H", "H", "H", "H", "H"], "coordinates": [[-2.336448, -0.519604, -0.449022], [-1.051291, 0.293527, -0.552289], [-0.033870, -0.096814, 0.522086], [0.220636, -1.481493, 0.420875], [1.222497, 0.816086, 0.440100], [2.543937, 0.231267, 0.019145], [2.851303, -0.941716, 0.046889], [-3.041386, -0.252824, -1.242963], [-2.115549, -1.587512, -0.523279], [-2.832281, -0.344767, 0.513693], [-0.588282, 0.144198, -1.537597], [-1.275897, 1.365600, -0.457795], [-0.503045, 0.089333, 1.502194], [1.177252, -1.631543, 0.391950], [1.433574, 1.264100, 1.421910], [1.030982, 1.669577, -0.222839], [3.297860, 0.982583, -0.293052]], "atomic_forces_ev_per_a": [[-0.0511, -0.0573, 0.0275], [0.0140, 0.0512, -0.0402], [-0.1294, 0.3323, 0.0535], [0.1296, -0.0742, 0.0160], [-0.0515, -0.0880, -0.0542], [0.1094, -0.3500, 0.0660], [-0.1361, 0.4796, -0.0225], [0.1087, -0.0328, 0.1079], [-0.0496, 0.1413, -0.0032], [0.0733, -0.0205, -0.1308], [-0.0298, 0.0140, 0.1214], [0.0543, -0.1482, 0.0050], [0.0533, -0.0355, -0.1321], [-0.0444, 0.0028, -0.0239], [0.0064, -0.0364, -0.0842], [0.0017, -0.1087, 0.0901], [-0.0588, -0.0697, 0.0038]], "lowdin_charge": [-0.1044, -0.2264, -0.3954, -0.0308, -0.0929, -0.2185, 0.0470, 0.0706, 0.0725, 0.0766, 0.1211, 0.1121, 0.1402, 0.0564, 0.1303, 0.1168, 0.1249]}


Record 8
{"formula": "C5H10O2", "method": "wB97M-V/def2-TZVPD", "homo_ha": -0.2849, "relative_energy_kcal_mol": 159.91, "gap_ev": 8.7, "symbols": ["C", "C", "C", "C", "O", "C", "O", "H", "H", "H", "H", "H", "H", "H", "H", "H", "H"], "coordinates": [[-1.823508, -1.567970, 0.216544], [-0.969435, -0.622304, -0.577099], [1.050988, -0.123052, -0.439242], [2.106060, 0.519094, 0.435716], [2.042348, 1.920582, 0.457597], [-1.347611, 0.788901, -0.510152], [-0.313102, 0.569930, 0.457417], [-2.158364, -2.319821, -0.509055], [-1.270301, -2.111005, 0.991230], [-2.715229, -1.118838, 0.679819], [1.007164, 0.343566, -1.420980], [1.254374, -1.192102, -0.526150], [3.067583, 0.249470, -0.022371], [2.090135, 0.082607, 1.446654], [1.141104, 2.133151, 0.735609], [-2.274297, 1.049270, 0.007838], [-1.081319, 1.487169, -1.309796]], "atomic_forces_ev_per_a": [[-0.0615, -0.0122, -0.0180], [-0.5006, -0.1563, -0.1710], [0.3620, 0.1684, 0.0050], [0.0561, -0.3438, -0.0291], [-0.2073, 0.1575, 0.1199], [-0.0743, 0.0176, -0.0983], [0.2925, -0.1296, -0.0761], [-0.0439, 0.0317, 0.1489], [0.0569, 0.1211, -0.2170], [0.1668, 0.0047, 0.0318], [-0.0282, -0.0712, 0.1388], [-0.1838, 0.1990, 0.1240], [-0.0936, 0.0191, 0.0814], [-0.0368, 0.1077, -0.1238], [0.1359, 0.0686, -0.0132], [0.1784, -0.0525, -0.0358], [-0.0185, -0.1299, 0.1328]], "lowdin_charge": [-0.0996, -0.1592, -0.0510, -0.2788, -0.0562, -0.2011, -0.1651, 0.0776, 0.0783, 0.0710, 0.1136, 0.1009, 0.1289, 0.1241, 0.0818, 0.1192, 0.1155]}


Calculated energy in order - -346.8955; -346.8402; -346.9118; -346.8668; -346.9691; -346.8206; -346.9725; -346.7706 hartree